Record 1
This record from OMol25 describes 2 unconnected molecules or ions with the total composition CH2N2O3 in a non-equilibrium geometry. The level of theory is the ωB97M-V functional and the def2-TZVPD basis.

Computed properties:
SMILES string = [nH]1oo1.N=C=O
LUMO energy = 0.503 eV
Multiplicity = 1
E_tot = -10185.29919 eV
Max |F| = 4.96 eV/A
HOMO = -0.410 Eh
Relative energy (zero: lowest compared OMol25 entry of this formula, charge and spin) = 462.83 kJ/mol
Gap between HOMO and LUMO = 11.67 eV

Positions of all 8 atoms, in Å:
N  1.784  -1.025  -0.502
O  1.906  -0.678  0.810
O  1.862  0.351  -0.133
H  0.826  -1.294  -0.663
N  -1.464  0.581  -0.914
C  -1.879  -0.005  0.019
O  -2.509  -0.725  0.612
H  -0.637  1.074  -1.038



Record 2
This record from OMol25 describes a molecular structure, C31H27N9O7W in a non-equilibrium geometry. The level of theory is the ωB97M-V functional and the def2-TZVPD basis.

Computed properties:
LUMO energy (alpha / beta) = 4.680 / 4.674 eV
Multiplicity = 3
Net charge = -2
E_tot = -62156.07414 eV
Max |F| = 1.68 eV/A
⟨S²⟩ = 2.05
HOMO (alpha / beta) = 0.010 / -0.069 Eh
Relative energy (zero: lowest compared OMol25 entry of this formula, charge and spin) = 0.00 kJ/mol
Gap between HOMO and LUMO (alpha / beta) = 4.41 / 6.56 eV

Positions of all 75 atoms, in Å:
W  0.494  -0.567  -0.214
C  2.909  -2.578  -3.263
O  2.018  -2.498  -4.370
C  0.696  -2.135  -4.236
C  -0.017  -2.200  -5.441
C  -1.373  -1.891  -5.469
C  -2.028  -1.514  -4.318
C  -1.334  -1.414  -3.084
C  -2.015  -0.957  -1.947
N  -1.474  -0.581  -0.762
N  -2.439  -0.321  0.212
C  -1.884  -0.392  1.381
O  -0.621  -0.652  1.563
C  -2.694  -0.135  2.602
C  -2.091  -0.216  3.852
C  -2.830  0.032  5.001
C  -4.173  0.364  4.909
C  -4.779  0.444  3.659
C  -4.044  0.197  2.512
C  0.060  -1.729  -3.056
O  0.732  -1.633  -1.917
H  3.827  -2.986  -3.686
H  2.526  -3.241  -2.487
H  3.097  -1.603  -2.816
H  0.520  -2.509  -6.328
H  -1.918  -1.951  -6.406
H  -3.084  -1.270  -4.334
H  -3.092  -0.819  -1.993
H  -1.041  -0.470  3.905
H  -2.348  -0.031  5.969
H  -4.748  0.564  5.806
H  -5.827  0.704  3.577
H  -4.497  0.256  1.533
O  -0.326  -4.270  1.872
C  0.146  -3.300  1.277
O  -0.270  -2.738  0.216
C  1.434  -2.677  1.752
C  2.222  -3.156  2.772
C  3.500  -2.628  2.982
C  3.970  -1.678  2.082
C  3.130  -1.216  1.089
N  1.841  -1.638  0.972
C  3.543  -0.308  -0.018
O  4.703  0.079  -0.148
O  2.558  -0.058  -0.809
H  1.813  -3.979  3.344
H  4.131  -2.998  3.780
H  4.976  -1.284  2.100
N  -0.539  2.551  -5.286
N  0.201  2.022  -4.226
N  1.514  2.103  -4.159
C  1.746  1.419  -3.047
N  0.606  0.959  -2.479
N  -0.370  1.359  -3.242
H  -0.679  1.773  -5.930
H  -1.446  2.747  -4.871
H  2.711  1.225  -2.620
C  1.722  1.003  3.021
C  0.867  2.136  2.551
C  0.590  3.195  3.406
C  -0.227  4.253  3.032
C  -0.787  4.236  1.760
C  -0.522  3.210  0.867
C  -1.161  3.190  -0.485
C  0.331  2.148  1.244
N  0.565  1.149  0.360
H  1.895  1.083  4.096
H  2.696  0.987  2.523
H  1.244  0.039  2.821
H  1.015  3.167  4.406
H  -0.443  5.058  3.724
H  -1.462  5.028  1.446
H  -1.889  4.000  -0.572
H  -1.661  2.236  -0.683
H  -0.418  3.311  -1.275



Record 3
This record from OMol25 describes a molecular structure, C24H33B2MnN7O9P2S in a non-equilibrium geometry. The level of theory is the ωB97M-V functional and the def2-TZVPD basis.

Computed properties:
LUMO energy (alpha / beta) = 4.174 / 4.174 eV
Multiplicity = 2
Net charge = -2
E_tot = -116379.88558 eV
Max |F| = 2.56 eV/A
⟨S²⟩ = 0.76
HOMO (alpha / beta) = -0.077 / -0.067 Eh
Relative energy (zero: lowest compared OMol25 entry of this formula, charge and spin) = 168.64 kJ/mol
Gap between HOMO and LUMO (alpha / beta) = 6.27 / 5.99 eV

Positions of all 79 atoms, in Å:
Mn  -0.547  -0.349  -0.292
C  -3.062  0.162  2.571
C  -2.192  1.353  2.321
C  -2.251  2.608  2.967
C  -1.243  3.356  2.396
C  -0.852  4.771  2.690
N  -0.638  2.577  1.478
N  -1.217  1.356  1.429
B  0.589  2.908  0.618
N  0.201  2.883  -0.869
N  -0.361  1.778  -1.399
C  -0.561  2.014  -2.684
C  -1.185  0.993  -3.576
C  -0.113  3.315  -3.000
C  0.363  3.831  -1.811
C  0.963  5.176  -1.549
N  1.672  1.841  0.870
N  1.384  0.525  0.755
C  2.467  -0.151  1.100
C  2.486  -1.646  1.135
C  3.496  0.751  1.443
C  2.943  2.006  1.283
C  3.575  3.340  1.524
H  -4.029  0.478  2.963
H  -2.593  -0.510  3.297
H  -3.201  -0.393  1.645
H  -2.941  2.921  3.737
H  -1.524  5.178  3.445
H  -0.913  5.394  1.794
H  0.172  4.835  3.065
H  1.012  3.997  0.910
H  -1.227  0.044  -3.046
H  -0.610  0.875  -4.497
H  -2.207  1.276  -3.840
H  -0.138  3.811  -3.960
H  0.964  5.752  -2.474
H  1.992  5.095  -1.191
H  0.393  5.728  -0.798
H  1.637  -2.037  0.575
H  2.390  -2.003  2.162
H  3.416  -2.031  0.713
H  4.503  0.515  1.754
H  4.612  3.193  1.826
H  3.058  3.886  2.317
H  3.560  3.964  0.628
C  0.389  -2.183  -4.809
C  1.355  -2.676  -3.757
O  2.233  -3.665  -4.297
P  2.384  -1.311  -3.053
O  3.507  -2.100  -2.249
O  3.238  -0.692  -4.278
O  1.688  -0.232  -2.336
P  0.539  -3.371  -2.223
O  -0.505  -4.465  -2.824
O  1.688  -4.091  -1.575
O  -0.271  -2.351  -1.501
H  0.944  -1.765  -5.653
H  -0.269  -1.422  -4.393
H  -0.205  -3.025  -5.168
H  2.459  -4.248  -3.556
H  3.053  -2.806  -1.719
H  3.133  0.268  -4.199
H  -1.381  -4.147  -2.553
S  -5.278  0.210  -1.620
C  -3.706  -0.009  -1.177
N  -2.595  -0.148  -0.870
O  -2.253  -2.679  1.259
B  -1.030  -1.917  1.311
O  -0.378  -2.357  2.521
C  -1.174  -3.271  3.130
C  -0.989  -3.937  4.322
C  -1.987  -4.831  4.729
C  -3.126  -5.025  3.959
C  -3.313  -4.332  2.757
C  -2.320  -3.465  2.358
H  -0.109  -3.755  4.928
H  -1.871  -5.376  5.658
H  -3.882  -5.726  4.294
H  -4.207  -4.467  2.160